14
Properties=species:S:1:pos:R:3 method="wB97M-V/def2-TZVPD" e_above_lowest_kcal_mol=73.19 smiles=C[C@@]1(O)C[C@H]1C#N total_charge=0 energy_ev=-8833.02917 homo_lumo_gap_ev=9.99
H -2.360 -0.610 0.590
H -1.402 0.601 1.492
C -1.352 -0.137 0.705
H 2.461 -0.733 0.303
H 1.751 0.717 1.033
C 0.274 -0.565 0.089
O 0.321 -1.935 0.039
H -1.204 -0.366 -1.458
H -0.571 -2.118 0.358
H 1.956 0.631 -0.712
N -0.290 2.703 -1.078
C -0.506 1.581 -0.909
C -0.769 0.190 -0.637
C 1.690 0.042 0.185